Record 1
Density functional theory data (the ωB97M-V functional and the def2-TZVPD basis) for C42H52N3O5S3W as an isolated structure in a non-equilibrium geometry.

Calculated values
charge: +1
lowest unoccupied orbital energy: -4.282 eV
HOMO energy: -11.02 eV
energy above the lowest of the compared OMol25 structures with the same formula, charge and spin: 119.7 kJ/mol
frontier orbital gap: 6.741 eV
F_max: 0.02003 hartree/bohr
spin multiplicity: 1

Cartesian coordinates (Å):
W 0.3170 1.1155 -0.0475
C -2.9307 -1.1594 -2.6147
C -1.6784 -0.8503 -1.8476
N -1.5628 0.2376 -1.1343
N -2.6950 1.0583 -1.2024
C -2.8124 1.8551 -0.2086
S -1.7405 1.9139 1.1328
S -4.1996 2.9346 -0.0764
C -5.5488 1.8153 -0.5818
C -5.8349 0.7458 0.4272
C -5.2435 -0.5089 0.3150
C -5.4905 -1.4899 1.2651
C -6.3258 -1.2243 2.3395
C -6.9200 0.0242 2.4560
C -6.6760 1.0009 1.5051
C -0.6158 -1.8584 -1.9331
C -0.7973 -3.0753 -2.6118
C 0.2066 -4.0211 -2.6441
C 1.4239 -3.7846 -2.0051
C 1.6471 -2.5940 -1.3413
C 0.6174 -1.6647 -1.3253
O 0.8161 -0.4937 -0.6853
H -3.6386 -0.3424 -2.5840
H -3.3931 -2.0561 -2.1980
H -2.6681 -1.3738 -3.6509
H -5.3026 1.4047 -1.5589
H -6.3967 2.4895 -0.7028
H -4.6027 -0.7215 -0.5331
H -5.0425 -2.4680 1.1616
H -6.5223 -1.9897 3.0778
H -7.5817 0.2336 3.2852
H -7.1423 1.9731 1.6002
H -1.7306 -3.2868 -3.1087
H 0.0449 -4.9515 -3.1693
H 2.2053 -4.5318 -2.0352
H 2.5859 -2.3593 -0.8659
C 2.0339 -1.1092 1.9349
C 2.6093 0.1699 1.8420
C 1.5079 1.1644 1.9757
C 0.2983 0.3570 2.0978
C 0.6663 -1.0365 2.1001
C -0.2786 -2.1641 2.4058
C 0.3695 -3.5254 2.1622
C -1.5680 -2.0469 1.5860
C -0.6320 -2.0217 3.9033
C 1.5640 2.5665 2.6949
C 0.3102 2.7983 3.5555
C 2.7087 2.6603 3.7106
C 1.7004 3.7188 1.7028
C 4.1339 0.2762 1.7640
C 4.6546 1.5258 1.0510
C 4.7456 -0.9569 1.0639
C 4.6929 0.1806 3.2067
H 2.5892 -2.0259 1.8590
H -0.5416 0.6689 2.6955
H 0.6773 -3.6379 1.1213
H -0.3465 -4.3162 2.3888
H 1.2402 -3.6809 2.7992
H -1.3944 -2.3266 0.5445
H -1.9845 -1.0376 1.6188
H -2.3129 -2.7310 1.9931
H 0.2589 -1.9015 4.5197
H -1.1515 -2.9231 4.2306
H -1.2891 -1.1694 4.0750
H 0.2006 2.0229 4.3141
H -0.6168 2.8768 2.9971
H 0.4330 3.7479 4.0763
H 2.6517 1.8576 4.4455
H 2.6000 3.6021 4.2491
H 3.6928 2.6642 3.2637
H 0.8275 3.7799 1.0367
H 2.6045 3.6215 1.1037
H 1.7385 4.6709 2.2345
H 4.2716 1.5902 0.0371
H 5.7411 1.4638 0.9874
H 4.4150 2.4510 1.5642
H 4.3715 -1.0954 0.0590
H 4.5995 -1.8665 1.6440
H 5.8223 -0.8007 0.9993
H 4.3998 0.9861 3.8656
H 5.7810 0.1851 3.1329
H 4.3958 -0.7623 3.6664
C -0.8598 -1.3201 -6.4259
C 0.0243 -0.6969 -5.3842
C -0.3859 0.4130 -4.6592
C 0.4319 0.9772 -3.6859
C 1.6725 0.4222 -3.4333
C 2.1165 -0.6787 -4.1649
C 1.2915 -1.2272 -5.1270
S 2.7997 1.0426 -2.2168
O 3.3112 -0.1015 -1.5209
O 3.7242 1.9214 -2.8695
N 1.9148 1.9434 -1.1451
C 1.7509 3.3278 -1.6034
C 0.2912 3.6533 -1.6004
O -0.2404 4.6111 -2.0644
O -0.4238 2.6894 -0.9499
H -1.7845 -0.7596 -6.5509
H -1.1144 -2.3463 -6.1552
H -0.3553 -1.3586 -7.3910
H -1.3541 0.8577 -4.8550
H 0.0756 1.8475 -3.1523
H 3.0897 -1.1052 -3.9684
H 1.6352 -2.0830 -5.6946
H 2.1496 3.4725 -2.6075
H 2.2771 4.0300 -0.9530

Record 2
Density functional theory data (the ωB97M-V functional and the def2-TZVPD basis) for C42H53BCoF6N7S as an isolated structure in a non-equilibrium geometry.

Calculated values
charge: -1
lowest unoccupied orbital energy (alpha / beta): 2.286 / 2.285 eV
HOMO energy (alpha / beta): -3.96 / -4.78 eV
frontier orbital gap (alpha / beta): 6.248 / 7.067 eV
F_max: 0.10459 hartree/bohr
spin multiplicity: 4

Cartesian coordinates (Å):
Co -13.6797 -11.9804 11.7794
C -7.4464 -11.0826 11.3130
C -7.9119 -12.3523 11.9841
C -6.8356 -13.2141 12.5834
C -8.9956 -12.0196 13.0846
C -9.0706 -10.9477 13.9895
C -10.2150 -11.1572 14.7185
C -10.5191 -10.4182 15.9996
C -10.2304 -8.9335 15.7960
C -9.7218 -10.9005 17.2596
N -10.8566 -12.2622 14.1686
N -10.0749 -12.7874 13.2052
B -12.1392 -12.9804 14.6269
N -12.4480 -14.0066 13.5433
N -12.4836 -13.5085 12.2167
C -12.3438 -14.5653 11.3647
C -12.2247 -15.7162 12.1704
C -12.2564 -15.3392 13.5014
C -12.1718 -16.2605 14.7090
C -10.8021 -16.1966 15.4201
C -13.4901 -16.3700 15.5201
C -12.1897 -14.4604 9.9503
C -10.6599 -14.6273 9.5858
C -13.0791 -15.3930 9.2206
N -13.4509 -11.9959 14.6304
N -14.3056 -11.8474 13.4205
C -15.4738 -11.3891 13.8102
C -15.4553 -11.2539 15.2158
C -14.1972 -11.7099 15.6601
C -13.8228 -11.9766 17.1193
C -14.6684 -13.1476 17.7312
C -13.9556 -10.7878 18.0285
C -16.6811 -11.0386 13.0089
C -17.3033 -9.6959 13.4062
C -17.7580 -12.1166 13.0103
H -6.7044 -11.2722 10.4893
H -8.3028 -10.5376 10.8106
H -6.9825 -10.3521 12.0603
H -8.4366 -13.0201 11.2837
H -6.7701 -13.0904 13.6839
H -7.0297 -14.2657 12.3927
H -5.8420 -12.9690 12.2269
H -8.4117 -10.0654 13.9829
H -11.6132 -10.5229 16.1773
H -9.3306 -8.7227 15.1874
H -11.1551 -8.4986 15.4898
H -10.0324 -8.5856 16.8140
H -8.6467 -10.8109 17.0579
H -9.9132 -10.2910 18.2079
H -9.8083 -11.9478 17.4655
H -12.2116 -13.4506 15.7087
H -12.1181 -16.7312 11.7940
H -12.1285 -17.2204 14.1674
H -10.5610 -15.2020 15.7988
H -10.7717 -16.9790 16.1854
H -10.0225 -16.4911 14.6951
H -13.4800 -15.4669 16.1709
H -14.3549 -16.3640 14.8925
H -13.4895 -17.3316 16.1189
H -12.5106 -13.4278 9.5832
H -10.2617 -15.5702 9.9512
H -10.6125 -14.7272 8.5211
H -10.1002 -13.8012 9.9281
H -12.8366 -16.3964 9.5944
H -14.1307 -15.0762 9.2876
H -12.8211 -15.2761 8.1452
H -16.2628 -10.8341 15.7725
H -12.7833 -12.3823 17.0778
H -15.7038 -12.8708 17.8166
H -14.6193 -14.0099 17.0661
H -14.3368 -13.3508 18.7167
H -15.0051 -10.5591 18.3482
H -13.4054 -10.9877 18.9958
H -13.5891 -9.8249 17.5752
H -16.3562 -10.9712 11.9302
H -18.0054 -9.8635 14.2466
H -16.5376 -8.9094 13.6257
H -17.8569 -9.3363 12.5404
H -18.0679 -12.4097 13.9924
H -18.6877 -11.7497 12.4854
H -17.4505 -13.0273 12.5034
F -11.3269 -9.8886 7.6344
C -11.8229 -8.8288 8.4373
F -13.0863 -8.5343 7.9831
F -11.0782 -7.7242 8.1775
C -11.7537 -9.1480 9.8815
C -11.1424 -8.2585 10.7423
C -11.1634 -8.4551 12.1216
C -11.9400 -9.5380 12.5468
N -12.4658 -10.4256 11.7301
C -12.3977 -10.2773 10.3912
S -13.1294 -11.5055 9.4344
H -10.4973 -7.4473 10.2685
H -10.5809 -7.7195 12.7549
H -11.9755 -9.8605 13.6247
F -21.2833 -13.3779 6.9858
C -20.6087 -14.5415 7.3110
F -21.5569 -15.3811 7.9205
F -20.4164 -15.1674 6.1009
C -19.4445 -14.2527 8.1908
C -19.2232 -15.0372 9.3626
C -18.1281 -14.8148 10.1628
C -17.1831 -13.7441 9.7718
C -17.3923 -13.0044 8.5931
C -18.5505 -13.2251 7.8443
C -16.0484 -13.4030 10.4335
C -14.9859 -13.0102 10.9392
H -19.9833 -15.7916 9.6054
H -17.9209 -15.3406 11.0731
H -16.6290 -12.2981 8.2326
H -18.8615 -12.5155 7.0310